{
  "formula": "CH3N3O2",
  "method": "ωB97M-V/def2-TZVPD",
  "species": ["C", "N", "N", "N", "O", "O", "H", "H", "H"],
  "coordinates": [[0.54, 0.82, 0.23], [-0.76, 0.92, 0.11], [1.50, -0.12, 0.08], [-1.70, -1.07, -0.37], [-1.74, 0.16, -0.02], [1.44, -1.34, -0.14], [0.98, 1.71, 0.38], [2.36, 0.35, 0.17], [-2.62, -1.45, -0.44]],
  "de_lowest_ev": 8.8933,
  "e_homo_ev": [-8.92, -8.85],
  "e_lumo_ev": [-0.2355, -0.6563]
}